Below is 40 unconnected molecules or ions with the total composition H80O40, with properties calculated with the ωB97M-V functional and the def2-TZVPD basis.

For the HOMO-LUMO gap, the calculation gives 9.57 eV. For the total energy, the calculation gives -3057.51277 Ha. The value obtained for the LUMO energy is -0.327 eV.

Geometry as ORCA input:
```
! wB97M-V def2-TZVPD RIJCOSX def2/J DEFGRID3
* xyz 0 1
H -1.27083 -0.05178 -5.62286
H 3.78201 -1.67671 -3.56022
H 1.17731 -1.76474 -1.95971
H -1.32546 2.47280 -4.63967
O -0.89338 1.05731 2.66161
H -3.18047 5.66460 1.92701
H -1.63853 0.89116 5.42864
H 3.37243 1.05220 -0.37955
H 4.68775 -4.67775 -0.27035
O 0.57785 -0.93749 1.99866
H -0.14483 -3.30507 -0.65448
H 4.11458 0.01109 4.48853
H -1.06116 0.12045 2.75149
H -4.21749 2.80740 3.20779
H -1.01534 2.77972 -6.03590
H 5.61578 -1.77448 -0.76865
H 1.83098 5.69622 1.96899
H -6.49161 1.43936 1.28204
O -0.50613 -2.59928 -0.08697
H 5.33780 -2.55504 3.32322
H -0.15476 0.68458 5.24615
H -1.09498 0.42030 -1.84595
H -1.71072 -1.74547 4.43342
O -0.99765 0.20989 5.20651
O 1.94229 -2.30771 -2.18568
H -5.28584 -1.47195 2.91621
H -1.04510 -3.81880 -2.21960
O -0.50835 -0.45188 -5.21438
H 2.47400 0.82487 -4.04842
H 1.57591 -3.03619 5.17977
H 4.42972 -1.31469 2.82906
H -1.21013 4.23350 -3.07270
H 1.25716 4.23730 1.68367
O -6.47733 1.17467 0.35903
O -1.60020 2.20300 -5.52823
H -2.50839 0.65393 -4.38586
H -3.25319 -4.40831 0.00831
H -4.96263 -0.76682 1.52662
O -0.74041 -4.63834 -1.81161
H -1.92639 0.10807 0.35890
O 0.48383 3.45231 -4.36922
H -2.94219 -3.56343 -3.94337
H -2.94129 -3.06216 2.65692
H -1.48736 3.90412 -1.61543
H -2.65196 -2.94096 -0.08529
H -1.96123 -0.66526 -2.10566
H -2.92426 1.04823 1.13162
H -0.04880 1.09623 2.22543
H -0.28702 2.18361 0.22488
H 1.42790 3.29040 -4.23639
O 1.91672 4.90971 1.43764
H 3.24960 2.43230 0.06213
O 1.63765 -2.08350 5.04369
H 1.80297 2.17607 4.93723
H 0.87336 1.98473 -0.77115
H -0.08785 -0.80859 1.33091
H 0.78804 -3.34372 -5.61151
O 1.48820 -4.64955 3.58050
H 3.47795 3.24098 -2.02267
H -2.58109 -4.51774 2.83070
O 6.11549 -1.36706 -0.05598
O -2.78997 -3.77453 -0.54742
H -4.21099 1.38818 -3.06506
O -0.05754 1.76837 -0.62481
H 1.03421 0.58086 -4.40360
O -3.19487 -3.95349 2.35515
O 5.09023 1.94130 -1.64878
O 1.13506 1.81598 4.35550
H 1.83062 -4.59005 2.67501
O -2.38988 -1.70484 3.75409
H 4.09079 1.40365 4.94357
O 4.56610 -2.26234 2.83755
O -1.08595 -0.54144 -1.71308
H 2.45459 2.06201 -2.52441
H -4.42816 1.37558 2.59582
H 0.64015 -1.77113 2.46806
H 1.31278 1.00931 3.86179
H 5.09612 1.01059 -1.88668
H 4.55889 1.56988 2.16195
H -2.49498 -0.80370 3.45517
O 4.01077 0.51942 5.31039
O 4.88943 -3.84770 0.16136
O -4.55987 2.24875 -2.77905
H -1.51057 -4.86784 -1.24891
O -5.64721 -1.01572 2.15196
O 1.45655 -3.87517 -5.17781
O 1.59229 0.87128 -3.65374
O 4.24129 0.83226 2.70613
O -3.29011 2.32994 -0.15979
H -3.10136 -2.86136 -2.54396
H 5.82885 -1.86096 0.72239
O -2.58685 -2.88846 -3.35916
H -0.17863 -1.72147 -0.27771
H -3.08015 -0.76886 -4.14079
H 2.54010 -1.91890 5.34032
H 3.41355 0.75115 2.19279
H -2.78996 2.64757 -0.94075
O -2.56728 0.13406 1.07275
H 1.18448 -4.32402 -4.37455
H 0.07652 2.84497 -3.74493
O -2.60888 4.97591 1.58782
H 4.13643 -3.26691 0.02754
H -3.96285 2.08321 -0.83686
H 4.10522 -1.08668 -2.25273
H 1.72451 -2.70585 -3.03177
H -5.81819 0.48373 0.29611
O -4.32613 2.31162 2.39214
H -3.75047 2.77767 -2.87636
H -1.00171 2.97903 1.83271
O -2.79829 0.03958 -3.69769
H -0.79233 -1.06872 -4.53048
O -1.89288 3.86417 -2.49275
O -0.04455 3.06276 1.82315
O 2.70372 1.63835 -0.01306
H -3.08877 4.31763 1.06300
O 2.61947 2.98800 -2.33925
H 0.35373 2.78422 2.65934
O 4.36165 -1.00866 -3.17806
H 5.91467 2.19389 -1.22807
H 0.78362 -5.27271 3.34877
*
```